Model 1:
C2H4ClFS | the ωB97M-V functional and the def2-TZVPD basis

Structure (XYZ):
```
9
C2H4ClFS (the ωB97M-V functional and the def2-TZVPD basis)
Cl -2.7578 0.3892 -0.8610
S 0.8580 -1.5945 -0.5766
F 1.3655 -0.6180 1.8138
C -2.0322 0.0160 0.5557
C 1.1495 -0.1713 0.5185
H 2.0138 0.3916 0.2150
H 0.2574 0.4963 0.6127
H -1.3043 -0.9167 0.6390
H -2.5687 0.4765 1.4381
```

From a Mulliken analysis of the wavefunction, the atomic charges in e read: Cl -0.089; S -0.049; F -0.246; C -0.452; C -0.107; H 0.265; H 0.163; H 0.191; H 0.324

Model 2:
C2H4ClFS | the ωB97M-V functional and the def2-TZVPD basis

Structure (XYZ):
```
9
C2H4ClFS (the ωB97M-V functional and the def2-TZVPD basis)
Cl -2.2126 -1.3329 -0.3407
S -1.7806 1.6079 -0.3802
F -1.7403 0.1077 1.6781
C -1.3770 -0.0259 0.3866
C 0.2479 -0.3819 0.4294
H 0.2710 -1.0062 1.3642
H -0.7853 1.7923 -1.2484
H 1.0668 0.3199 0.6409
H 0.3442 -0.9198 -0.5067
```

Computed properties:
* SMILES: C[C@@](F)(S)Cl

From a Mulliken analysis of the wavefunction, the atomic charges in e read: Cl -0.128; S -0.211; F -0.214; C 0.581; C -1.154; H 0.296; H 0.134; H 0.320; H 0.374

Which of them is most stable? Easy: model 2.